1.
The following is a quantum chemistry calculation of an isolated ion of composition C6H5O3 and charge -1 in a non-equilibrium geometry, from the OMol25 dataset.

* SMILES string: Cc1ccc([O-])oc1=O
* ΔE to the lowest compared entry with this formula, charge and spin: 0.0 kcal per mole
* E: -457.40301 Eh
* HOMO: -3.0 eV
* LUMO energy: 3.935 eV
* HOMO-LUMO gap: 6.92 eV

Structure (ORCA input):
```
! wB97M-V def2-TZVPD RIJCOSX def2/J DEFGRID3
* xyz -1 1
C 0.2978 -1.0643 0.0278
C -0.9703 -1.6239 0.0674
C 0.5352 0.3017 0.0097
C -0.6670 1.2193 0.1435
C -2.0292 -0.7520 -0.0135
C 1.8185 0.9162 -0.0964
O -0.5874 2.4502 0.2772
O -3.2329 -1.0164 -0.0202
O -1.8370 0.6212 0.1502
H 1.1940 -1.7298 -0.0028
H -1.2690 -2.5651 -0.1756
H 2.4289 1.0256 0.8250
H 1.7467 1.9621 -0.4210
H 2.5719 0.2552 -0.7713
*
```

---

2.
The following is a quantum chemistry calculation of a 2-piece molecular cluster, C6H5O5 overall in a non-equilibrium geometry, from the OMol25 dataset.

* ΔE to the lowest compared entry with this formula, charge and spin: 107.3 kcal per mole
* E: -607.68177 Eh
* HOMO (alpha / beta): -4.2 / -3.9 eV
* LUMO energy (alpha / beta): 3.247 / 2.637 eV
* HOMO-LUMO gap (alpha / beta): 7.40 / 6.54 eV

Structure (ORCA input):
```
! wB97M-V def2-TZVPD RIJCOSX def2/J DEFGRID3
* xyz -1 1
C -1.3226 -1.1498 -0.3493
C -0.3808 -0.0202 -0.2094
C -1.2060 1.1828 -0.2862
C 0.9491 -0.3297 0.0994
C -2.6296 -0.5883 -0.5473
C 3.0596 0.7598 0.6695
O -2.3475 -1.2349 0.6527
O -0.9985 2.3566 -0.2468
O 1.4947 -1.4137 0.1515
O -2.5455 0.7334 -0.5410
O 1.6501 0.8498 0.2938
H -0.9119 -2.1937 -0.7185
H -5.2958 -1.1900 -1.1340
H 3.6363 0.1574 -0.0843
H 3.3139 0.3739 1.5935
H 3.5344 1.7067 0.6562
*
```

---

3.
The following is a quantum chemistry calculation of one molecule with the formula C6H6 in a non-equilibrium geometry, from the OMol25 dataset.

* ΔE to the lowest compared entry with this formula, charge and spin: 155.0 kcal per mole
* E: -231.97937 Eh
* HOMO: -9.7 eV
* LUMO energy: -1.419 eV
* HOMO-LUMO gap: 8.25 eV

Structure (ORCA input):
```
! wB97M-V def2-TZVPD RIJCOSX def2/J DEFGRID3
* xyz 0 1
C -3.0095 -0.1118 -0.1396
C -4.2105 0.3761 -0.2323
C -0.3689 0.4353 -0.1380
C 0.7541 -0.2534 0.0326
C -1.7998 -0.5205 0.1651
C 2.1776 0.2693 -0.0504
H -0.5307 1.5084 -0.4333
H 0.5959 -1.1867 0.6206
H -1.6060 -1.5900 0.5487
H 2.9520 -0.5069 -0.0861
H 2.5120 0.7015 -0.9636
H 2.5338 0.8786 0.6762
*
```

---

Question: Among the records above, which one has the highest ΔE to the lowest compared entry with this formula, charge and spin?
Answer: C6H6

---

Question: Among the records above, which one has the highest E?
Answer: C6H6

---

Question: E of number 1 (C6H5O3)?
Answer: -457.40301 Eh